1.
Density functional theory data (ωB97M-V with the def2-TZVPD basis set) for 2 unconnected molecules or ions with the total composition C26H49FN4OP at a distorted geometry.

```
! wB97M-V def2-TZVPD RIJCOSX def2/J DEFGRID3
* xyz 1 1
C -2.07 1.09 3.15
O -2.06 1.88 2.00
C -3.24 1.81 1.24
C -2.92 1.56 -0.22
C -2.56 2.84 -1.01
C -3.56 3.15 -2.12
C -3.05 3.05 -3.56
C -3.12 1.62 -4.08
C -2.04 0.71 -3.41
C -1.17 -0.09 -4.40
C -0.99 -1.57 -3.99
C 0.33 -1.91 -3.28
N 0.26 -2.00 -1.81
C -0.74 -2.62 -1.09
C -0.43 -2.50 0.25
P -1.37 -3.15 1.68
C -2.89 -2.11 1.66
C -1.97 -4.72 0.95
N 0.77 -1.80 0.29
C 1.41 -1.42 1.56
C 0.77 -0.17 2.15
C 1.02 1.08 1.35
F 1.26 -0.04 3.44
C 1.17 -1.52 -0.96
C 2.44 -0.83 -1.29
C 2.39 0.58 -1.88
C 1.09 1.24 -2.23
N 3.46 1.21 -2.09
H -2.53 0.11 2.98
H -2.59 1.57 3.98
H -1.05 0.94 3.46
H -3.79 2.74 1.36
H -3.88 1.01 1.62
H -3.80 1.10 -0.66
H -2.11 0.83 -0.23
H -2.54 3.67 -0.31
H -1.54 2.76 -1.39
H -4.43 2.51 -2.01
H -3.91 4.17 -1.97
H -2.04 3.43 -3.64
H -3.68 3.68 -4.18
H -3.00 1.58 -5.15
H -4.10 1.22 -3.82
H -1.40 1.37 -2.84
H -2.48 0.03 -2.68
H -1.63 -0.06 -5.38
H -0.17 0.34 -4.48
H -1.06 -2.20 -4.88
H -1.85 -1.82 -3.37
H 0.68 -2.87 -3.64
H 1.08 -1.16 -3.52
H -1.57 -3.10 -1.57
H -3.08 -1.74 2.66
H -2.73 -1.26 1.00
H -3.73 -2.70 1.31
H -2.40 -5.33 1.73
H -2.70 -4.53 0.17
H -1.14 -5.24 0.48
H 1.27 -2.24 2.25
H 2.47 -1.26 1.42
H -0.31 -0.35 2.21
H 0.49 0.99 0.40
H 2.08 1.21 1.16
H 0.61 1.96 1.84
H 2.97 -1.47 -1.99
H 3.05 -0.78 -0.39
H 1.02 2.20 -1.72
H 0.23 0.63 -1.96
H 1.06 1.46 -3.29
H 4.28 0.68 -1.83
C 4.50 0.23 3.82
C 5.41 -0.73 4.57
C 6.35 -0.02 5.54
C 7.22 0.92 4.83
N 7.88 1.65 4.25
H 5.08 0.93 3.21
H 3.83 -0.31 3.15
H 3.89 0.82 4.51
H 6.00 -1.31 3.85
H 4.80 -1.45 5.13
H 6.97 -0.74 6.07
H 5.78 0.54 6.28
*
```

## Properties
Gap between HOMO and LUMO   9.8 eV
E_HOMO   -0.446 Eh
Strongest force on any atom   1.71 eV/Å

Mulliken population analysis, charges in e, atoms 1 to 6: atom 1 (C): -0.56, atom 2 (O): -0.22, atom 3 (C): -1.29, atom 4 (C): 0.74, atom 5 (C): -0.42, atom 6 (C): -0.94

2.
Density functional theory data (ωB97M-V with the def2-TZVPD basis set) for a molecular structure, C31H38FeN7OS2 at a distorted geometry.

```
! wB97M-V def2-TZVPD RIJCOSX def2/J DEFGRID3
* xyz 1 5
Fe -0.35 -0.51 0.04
C 1.53 1.15 5.50
C 2.15 1.57 4.17
N 1.17 2.06 3.22
C 0.47 1.28 2.37
S 0.89 -0.40 2.16
N -0.55 1.86 1.76
N -1.19 1.10 0.86
C -2.43 1.42 0.62
C -3.04 2.62 1.27
C -3.14 0.52 -0.26
C -4.47 0.67 -0.65
C -5.07 -0.28 -1.45
C -4.33 -1.38 -1.88
C -3.01 -1.46 -1.47
N -2.44 -0.56 -0.68
H 2.30 0.77 6.17
H 0.78 0.38 5.35
H 1.06 2.01 5.99
H 2.66 0.72 3.72
H 2.89 2.36 4.33
H 0.73 2.94 3.44
H -2.45 3.50 1.02
H -3.00 2.52 2.36
H -4.08 2.78 0.97
H -5.03 1.53 -0.33
H -6.11 -0.18 -1.74
H -4.76 -2.14 -2.51
H -2.38 -2.30 -1.77
C -1.43 1.83 -2.72
C -0.46 0.82 -3.24
C 0.02 0.92 -4.54
C 0.91 -0.03 -5.00
C 1.30 -1.05 -4.15
C 0.80 -1.08 -2.85
N -0.07 -0.15 -2.42
C 1.17 -2.15 -1.91
C 2.15 -3.09 -2.22
C 2.30 -4.20 -1.41
C 1.50 -4.33 -0.29
C 0.63 -3.30 0.04
N 0.48 -2.23 -0.76
C -0.20 -3.36 1.26
C 0.05 -4.27 2.28
C -0.80 -4.31 3.37
C -1.87 -3.44 3.41
C -2.04 -2.53 2.38
C -3.17 -1.54 2.42
N -1.21 -2.48 1.34
H -1.52 2.67 -3.41
H -1.12 2.19 -1.74
H -2.42 1.37 -2.61
H -0.31 1.73 -5.19
H 1.29 0.01 -6.01
H 1.97 -1.82 -4.51
H 2.77 -2.97 -3.09
H 3.02 -4.97 -1.65
H 1.55 -5.22 0.31
H 0.91 -4.93 2.24
H -0.62 -5.01 4.17
H -2.56 -3.45 4.25
H -3.77 -1.68 3.31
H -3.80 -1.67 1.54
H -2.78 -0.52 2.41
C 2.62 3.34 -3.25
C 2.83 2.14 -2.35
S 1.76 2.23 -0.87
O 1.56 0.81 -0.44
C 2.95 2.92 0.33
C 4.05 1.95 0.72
H 3.22 3.24 -4.16
H 2.91 4.27 -2.76
H 1.57 3.43 -3.55
H 3.87 2.04 -2.04
H 2.52 1.21 -2.83
H 2.33 3.16 1.19
H 3.33 3.85 -0.10
H 3.62 0.99 1.03
H 4.61 2.36 1.57
H 4.76 1.77 -0.09
*
```

## Properties
Gap between HOMO and LUMO (spin up / spin down)   6.9 / 6.8 eV
E_HOMO (spin up / spin down)   -0.358 / -0.357 Eh
Strongest force on any atom   1.33 eV/Å

Mulliken population analysis, charges in e, atoms 1 to 6: atom 1 (Fe): -0.51, atom 2 (C): -1.22, atom 3 (C): -0.51, atom 4 (N): 0.01, atom 5 (C): -0.12, atom 6 (S): -0.61